ORCA calculation (ωB97M-V with the def2-TZVPD basis set) on a 3-piece molecular cluster, C15H21F2NO6P overall at a distorted geometry.

```
46
Properties=species:S:1:pos:R:3:mulliken_charge:R:1
C -0.46 -0.09 -1.06 -1.147
C 0.50 -1.29 -0.78 0.237
P 0.68 -1.86 0.96 -0.249
C -0.99 -2.31 1.66 -0.552
C -1.76 -1.04 2.15 -0.912
N 1.21 -0.49 2.01 0.278
C 1.48 0.75 1.60 0.266
C 1.86 1.75 2.46 -0.739
C 1.94 1.45 3.81 -0.283
C 1.70 0.16 4.24 -0.750
C 1.34 -0.78 3.31 -0.104
H -1.49 -0.42 -1.27 0.336
H -0.12 0.40 -1.98 0.367
H -0.51 0.66 -0.26 0.236
H 0.08 -2.15 -1.31 -0.297
H 1.47 -1.09 -1.26 0.549
H -1.57 -2.89 0.94 0.434
H -0.76 -2.87 2.57 0.381
H -2.84 -1.20 2.07 0.350
H -1.49 -0.78 3.18 0.304
H -1.50 -0.15 1.56 0.194
H 1.41 0.99 0.54 0.563
H 2.06 2.74 2.07 0.335
H 2.21 2.25 4.51 0.433
H 1.75 -0.15 5.28 0.425
H 1.15 -1.79 3.65 0.375
C -1.51 -4.22 -4.46 -0.392
C -2.87 -4.33 -3.82 0.282
O -2.56 -4.73 -2.49 -0.291
C -1.33 -4.23 -2.22 0.677
O -0.86 -4.14 -1.12 -0.529
O -0.70 -3.83 -3.35 -0.321
F -3.62 -5.29 -4.40 -0.274
H -1.16 -5.18 -4.84 0.294
H -1.48 -3.49 -5.25 0.276
H -3.44 -3.39 -3.79 0.273
C 1.44 4.35 -0.52 -0.059
C 1.57 5.57 0.35 0.311
O 1.29 6.62 -0.56 -0.317
C 0.44 6.10 -1.50 0.591
O -0.21 6.74 -2.25 -0.455
O 0.44 4.73 -1.45 -0.347
F 2.84 5.72 0.81 -0.290
H 2.37 4.11 -1.05 0.304
H 1.13 3.47 0.05 -0.122
H 0.87 5.61 1.19 0.356
```

Summary:
**Total charge**: +1
**Kohn-Sham gap**: 7.76 eV
**F_max**: 3.10 eV/Å
**HOMO**: -12.0 eV
**DFT total energy**: -44387.8593 eV